[1]
Entry from the Open Molecules 2025 dataset: a single C37H48N2O7 molecule at a distorted geometry (ωB97M-V with the def2-TZVPD basis set).

Calculated values
Kohn-Sham gap: 8.0265 eV
highest occupied orbital energy: -0.27691 Ha
electronic energy: -2074.84995 Eh

Geometry as ORCA input:
```
! wB97M-V def2-TZVPD RIJCOSX def2/J DEFGRID3
* xyz 0 1
C -1.51 -2.19 -2.50
H -2.26 -2.65 -3.15
H -2.00 -1.67 -1.68
O -0.72 -3.26 -2.04
C 0.35 -2.97 -1.23
C 0.67 -1.70 -0.81
C 1.77 -1.47 0.02
C 2.54 -2.54 0.41
C 2.24 -3.84 -0.01
C 1.13 -4.07 -0.82
O 0.81 -5.35 -1.27
C -0.41 -5.87 -0.79
H -0.48 -6.88 -1.19
H -0.43 -5.91 0.30
H -1.26 -5.28 -1.14
O 3.12 -4.77 0.47
C 3.05 -6.12 0.06
H 3.95 -6.58 0.47
H 3.04 -6.22 -1.02
H 2.17 -6.63 0.48
H 3.39 -2.42 1.05
C 2.00 -0.05 0.47
C 0.80 0.34 1.32
C -0.11 1.30 0.89
C -1.26 1.61 1.59
C -1.51 0.94 2.79
C -0.63 -0.03 3.24
C 0.51 -0.34 2.51
O 1.40 -1.29 2.89
C 1.09 -2.13 3.98
H 0.13 -2.64 3.83
H 1.88 -2.88 4.00
H 1.07 -1.59 4.93
H -0.83 -0.55 4.16
O -2.66 1.30 3.44
C -2.99 0.64 4.64
H -2.23 0.81 5.41
H -3.93 1.08 4.96
H -3.13 -0.43 4.49
C -2.24 2.62 1.04
C -3.33 1.88 0.29
C -3.09 1.25 -0.93
C -4.08 0.56 -1.58
C -5.38 0.45 -1.05
C -5.60 1.08 0.18
C -4.60 1.78 0.82
H -4.81 2.25 1.77
H -6.57 1.04 0.65
N -6.38 -0.21 -1.72
C -7.65 -0.42 -1.08
H -7.57 -1.04 -0.18
H -8.10 0.54 -0.81
H -8.33 -0.92 -1.77
C -6.04 -1.05 -2.84
H -5.32 -1.83 -2.58
H -5.63 -0.45 -3.66
H -6.94 -1.54 -3.21
H -3.84 0.10 -2.53
H -2.12 1.30 -1.39
H -2.71 3.14 1.88
C -1.47 3.63 0.19
C -0.51 2.98 -0.77
O -0.28 3.39 -1.87
O 0.16 1.90 -0.33
H -2.15 4.26 -0.39
H -0.87 4.27 0.84
C 3.32 0.21 1.20
H 4.13 -0.27 0.64
H 3.30 -0.21 2.20
C 3.60 1.71 1.26
N 4.01 2.20 -0.04
C 5.45 2.14 -0.22
C 5.82 2.38 -1.68
C 5.26 3.72 -2.15
H 5.45 3.86 -3.22
C 3.76 3.80 -1.87
C 2.95 2.85 -2.75
H 3.22 2.98 -3.79
H 1.89 3.04 -2.63
H 3.15 1.82 -2.46
C 3.51 3.51 -0.39
H 2.43 3.52 -0.20
H 3.97 4.30 0.23
H 3.42 4.83 -2.07
H 5.77 4.52 -1.61
H 5.40 1.57 -2.29
H 6.90 2.36 -1.79
H 5.80 1.16 0.09
H 5.96 2.90 0.41
H 4.37 1.92 2.03
H 2.69 2.23 1.57
H 2.00 0.59 -0.41
H 0.07 -0.85 -1.11
H -0.92 -1.48 -3.09
*
```

[2]
Entry from the Open Molecules 2025 dataset: a molecular structure, C37H48N3O6RuS (ωB97M-V with the def2-TZVPD basis set).

Calculated values
⟨S²⟩: 8.83
Kohn-Sham gap (spin up / spin down): 7.6303 / 6.3147 eV
highest occupied orbital energy (spin up / spin down): -0.27217 / -0.30388 Ha
electronic energy: -2547.47895 Eh
relative energy (zero: lowest compared OMol25 entry of this formula, charge and spin): 87.3 kJ/mol

Geometry as ORCA input:
```
! wB97M-V def2-TZVPD RIJCOSX def2/J DEFGRID3
* xyz 0 6
Ru -0.29 -1.52 -0.19
C 5.62 -0.53 4.67
C 5.40 -0.69 3.16
C 6.16 -1.94 2.70
C 5.98 0.54 2.45
C 3.92 -0.83 2.80
C 3.56 -0.95 1.47
C 2.21 -1.07 1.12
N 1.68 -1.17 -0.14
C 2.22 -0.94 -1.37
C 3.47 -0.39 -1.68
C 3.85 -0.20 -2.99
C 2.95 -0.57 -4.00
C 1.68 -1.08 -3.76
C 1.32 -1.26 -2.42
O 0.11 -1.72 -2.06
C 0.69 -1.38 -4.89
C -0.54 -0.47 -4.74
C 1.30 -1.12 -6.26
C 0.27 -2.86 -4.84
C 5.20 0.44 -3.29
C 5.49 0.52 -4.79
C 5.23 1.86 -2.72
C 6.32 -0.39 -2.64
C 1.22 -1.17 2.14
O -0.04 -1.39 1.71
C 1.55 -1.04 3.48
C 2.91 -0.86 3.76
C 0.58 -1.07 4.67
C 1.00 -2.18 5.63
C 0.65 0.29 5.39
C -0.89 -1.31 4.29
H 6.69 -0.42 4.87
H 5.26 -1.39 5.22
H 5.12 0.36 5.05
H 7.22 -1.86 2.95
H 6.07 -2.09 1.62
H 5.76 -2.84 3.19
H 7.04 0.66 2.71
H 5.46 1.45 2.75
H 5.91 0.45 1.37
H 4.32 -0.98 0.71
H 4.12 -0.05 -0.88
H 3.24 -0.41 -5.03
H -0.25 0.58 -4.81
H -1.05 -0.61 -3.78
H -1.25 -0.68 -5.54
H 1.58 -0.07 -6.39
H 0.56 -1.36 -7.03
H 2.18 -1.74 -6.45
H -0.22 -3.10 -3.90
H 1.13 -3.51 -4.96
H -0.43 -3.07 -5.65
H 4.76 1.15 -5.31
H 5.49 -0.47 -5.26
H 6.47 0.96 -4.95
H 4.44 2.47 -3.16
H 6.19 2.34 -2.93
H 5.08 1.87 -1.64
H 6.32 -1.41 -3.02
H 6.21 -0.43 -1.55
H 7.29 0.06 -2.85
H 3.19 -0.75 4.80
H 2.01 -2.04 6.02
H 0.97 -3.16 5.14
H 0.32 -2.21 6.49
H 1.65 0.51 5.74
H -0.02 0.28 6.25
H 0.33 1.09 4.72
H -1.03 -2.28 3.80
H -1.29 -0.54 3.64
H -1.47 -1.32 5.22
N -1.74 1.62 1.97
C -2.55 1.23 0.86
C -3.85 1.96 0.88
C -5.08 1.46 0.55
C -5.42 0.21 0.02
C -4.56 -0.87 -0.37
C -5.01 -1.87 -1.22
C -4.15 -2.86 -1.67
C -2.84 -2.82 -1.28
N -2.38 -1.88 -0.43
C -3.22 -0.96 0.04
H -0.79 1.29 1.81
H -1.71 2.63 2.04
H -3.78 2.99 1.20
H -5.91 2.14 0.67
H -6.47 0.07 -0.23
H -6.05 -1.86 -1.53
H -4.49 -3.64 -2.35
H -2.10 -3.53 -1.64
O -0.38 0.77 -0.47
S -1.65 1.50 -0.73
O -2.45 0.87 -1.76
O -2.69 -0.19 1.01
O -1.46 2.93 -0.81
*
```

[3]
Entry from the Open Molecules 2025 dataset: 7 unconnected molecules or ions with the total composition C37H48N7O4PS at a distorted geometry (ωB97M-V with the def2-TZVPD basis set).

Calculated values
Kohn-Sham gap: 5.6502 eV
highest occupied orbital energy: -0.29546 Ha
electronic energy: -2862.07040 Eh

Geometry as ORCA input:
```
! wB97M-V def2-TZVPD RIJCOSX def2/J DEFGRID3
* xyz 0 1
C 7.46 -1.47 3.90
C 6.10 -1.65 2.94
O 5.19 -2.54 3.41
O 5.89 -0.86 1.69
C 5.62 -1.76 0.55
C 5.36 -1.01 -0.88
C 4.51 0.39 -0.79
C 3.18 0.34 0.16
C 1.84 -0.30 -0.55
C 1.68 -1.84 -0.03
C 0.86 -2.15 1.17
P -0.13 -0.91 2.23
S 0.83 0.71 2.73
C 0.80 -3.75 1.63
O -0.19 -4.27 2.38
C 2.04 -4.78 1.20
C 2.84 -4.45 -0.02
N 3.97 -5.28 -0.59
C 2.42 -3.09 -0.84
O 2.63 -2.96 -2.18
H 7.33 -2.00 4.96
H 7.54 -0.30 4.09
H 8.41 -1.90 3.37
H 4.74 -2.51 0.84
H 6.58 -2.45 0.41
H 4.86 -1.69 -1.69
H 6.44 -0.72 -1.32
H 4.29 0.84 -1.88
H 5.25 1.19 -0.30
H 2.87 1.43 0.52
H 3.34 -0.27 1.17
H 2.04 -0.32 -1.73
H 0.86 0.31 -0.38
H -0.44 -1.60 3.49
H -1.43 -0.65 1.62
H 2.31 -5.75 1.80
H 4.69 -5.50 0.14
H 4.50 -4.70 -1.30
C -5.42 -0.42 0.12
C -6.09 -1.59 0.56
C -5.15 -2.38 1.19
N -3.94 -1.72 1.14
C -4.10 -0.52 0.49
H -5.86 0.42 -0.42
H -7.13 -1.83 0.43
H -5.24 -3.34 1.66
H -3.07 -2.07 1.52
H -3.26 0.15 0.35
C -8.73 0.55 -3.84
C -9.39 -0.62 -3.40
C -8.45 -1.40 -2.77
N -7.25 -0.75 -2.82
C -7.41 0.45 -3.46
H -9.17 1.39 -4.37
H -10.44 -0.86 -3.53
H -8.54 -2.37 -2.29
H -6.38 -1.10 -2.43
H -6.57 1.12 -3.60
C 3.73 6.31 0.00
C 2.74 5.91 -0.94
C 1.95 4.96 -0.32
N 2.42 4.78 0.95
C 3.50 5.60 1.16
H 4.51 7.04 -0.15
H 2.63 6.27 -1.95
H 1.09 4.41 -0.68
H 2.04 4.14 1.63
H 4.02 5.60 2.11
C 1.86 -5.24 6.09
C 3.13 -5.42 6.68
C 4.00 -4.58 6.03
N 3.30 -3.91 5.06
C 1.99 -4.30 5.10
H 0.94 -5.75 6.37
H 3.39 -6.09 7.50
H 5.06 -4.41 6.16
H 3.69 -3.23 4.42
H 1.27 -3.88 4.41
C 5.36 11.24 -1.32
C 6.37 11.75 -0.47
C 6.66 10.78 0.46
N 5.85 9.70 0.20
C 5.06 9.97 -0.88
H 4.90 11.74 -2.16
H 6.84 12.72 -0.54
H 7.37 10.76 1.28
H 5.85 8.84 0.73
H 4.35 9.24 -1.25
C -12.90 -3.02 -7.13
C -13.20 -3.30 -5.78
C -12.05 -3.14 -5.05
N -11.05 -2.77 -5.92
C -11.56 -2.69 -7.19
H -13.58 -3.05 -7.97
H -14.17 -3.59 -5.38
H -11.84 -3.25 -4.00
H -10.09 -2.58 -5.66
H -10.93 -2.40 -8.02
*
```

[4]
Entry from the Open Molecules 2025 dataset: a molecular structure, C37H48N9O3Sr (ωB97M-V with the def2-TZVPD basis set).

Calculated values
Kohn-Sham gap: 6.3025 eV
highest occupied orbital energy: -0.14106 Ha
electronic energy: -2188.13770 Eh
relative energy (zero: lowest compared OMol25 entry of this formula, charge and spin): 0.0 kJ/mol

Geometry as ORCA input:
```
! wB97M-V def2-TZVPD RIJCOSX def2/J DEFGRID3
* xyz -1 1
Sr -0.05 -0.42 -0.68
C -4.33 -1.46 -2.36
O -4.77 -2.00 -1.11
C -3.94 -2.99 -0.63
C -4.46 -4.25 -0.42
C -3.68 -5.27 0.11
C -2.36 -5.00 0.42
C -1.79 -3.73 0.23
C -0.40 -3.61 0.68
N 0.34 -2.57 0.64
N 1.61 -2.76 1.22
C 2.41 -1.77 0.93
O 2.21 -0.75 0.19
C 3.77 -1.86 1.56
C 3.94 -2.29 2.87
C 5.21 -2.32 3.43
C 6.32 -1.96 2.68
C 6.15 -1.56 1.37
C 4.89 -1.50 0.81
C -2.59 -2.67 -0.29
O -2.18 -1.45 -0.40
H -3.51 -0.77 -2.21
H -5.19 -0.96 -2.80
H -4.00 -2.27 -3.02
H -5.50 -4.41 -0.69
H -4.09 -6.25 0.27
H -1.73 -5.78 0.83
H 0.03 -4.52 1.10
H 3.07 -2.59 3.44
H 5.34 -2.64 4.46
H 7.31 -2.00 3.12
H 7.02 -1.28 0.77
H 4.74 -1.17 -0.21
C -0.92 -0.58 3.33
N -2.20 -0.39 2.66
C -3.08 -1.55 2.67
C -2.31 0.58 1.72
N -1.22 1.20 1.32
C -1.29 2.57 1.06
C -2.14 3.45 1.73
C -2.07 4.82 1.53
C -1.13 5.35 0.66
C -0.26 4.49 0.00
C -0.32 3.12 0.19
N 0.55 2.25 -0.49
C 1.83 2.45 -0.35
N 2.42 2.93 0.80
C 1.78 2.74 2.08
C 3.39 4.00 0.74
N 2.70 2.13 -1.35
C 2.26 1.97 -2.72
C 4.04 1.65 -1.04
N -3.56 0.86 1.26
C -4.74 0.82 2.09
C -3.77 1.38 -0.07
H -1.11 -1.06 4.29
H -0.45 0.38 3.49
H -0.25 -1.22 2.75
H -2.48 -2.46 2.60
H -3.74 -1.52 1.82
H -3.66 -1.59 3.60
H -2.85 3.04 2.44
H -2.74 5.48 2.07
H -1.07 6.42 0.49
H 0.48 4.88 -0.70
H 1.12 1.88 2.03
H 1.18 3.62 2.38
H 2.55 2.56 2.83
H 3.73 4.13 -0.29
H 4.25 3.79 1.37
H 2.93 4.95 1.07
H 1.31 2.47 -2.86
H 2.15 0.92 -3.00
H 3.00 2.43 -3.38
H 4.79 2.45 -1.08
H 4.30 0.90 -1.78
H 4.05 1.18 -0.06
H -4.46 0.59 3.12
H -5.46 0.07 1.75
H -5.23 1.80 2.08
H -2.86 1.27 -0.65
H -4.05 2.44 -0.05
H -4.55 0.79 -0.56
C 2.06 -2.54 -3.03
C 1.34 -1.48 -3.79
C 1.49 -1.08 -5.11
C 0.55 -0.04 -5.32
C -0.11 0.13 -4.12
C -1.18 1.11 -3.77
N 0.36 -0.74 -3.18
H 2.83 -3.01 -3.64
H 1.38 -3.34 -2.71
H 2.54 -2.15 -2.13
H 2.18 -1.51 -5.82
H 0.36 0.50 -6.24
H -1.66 1.51 -4.67
H -0.82 1.97 -3.19
H -1.97 0.64 -3.18
*
```

[5]
Entry from the Open Molecules 2025 dataset: a molecular structure, C37H49AsBrN7S2Si3V at a distorted geometry (ωB97M-V with the def2-TZVPD basis set).

Calculated values
⟨S²⟩: 0.98
Kohn-Sham gap (spin up / spin down): 4.2569 / 4.7977 eV
highest occupied orbital energy (spin up / spin down): -0.41388 / -0.41586 Ha
electronic energy: -9240.82122 Eh
relative energy (zero: lowest compared OMol25 entry of this formula, charge and spin): 327.3 kJ/mol

Geometry as ORCA input:
```
! wB97M-V def2-TZVPD RIJCOSX def2/J DEFGRID3
* xyz 2 2
V 1.07 0.45 0.15
N 2.97 4.44 -0.54
C 2.64 3.15 -0.44
S 2.62 2.38 1.09
N 2.38 2.46 -1.53
N 2.01 1.21 -1.37
C 2.28 0.37 -2.34
C 2.08 -1.00 -2.04
C 2.72 -2.06 -2.71
C 2.73 -3.31 -2.13
C 2.05 -3.50 -0.92
C 1.38 -2.43 -0.37
N 1.39 -1.21 -0.90
H 3.27 4.94 0.28
H 3.08 4.87 -1.44
H 2.81 0.68 -3.24
H 3.27 -1.85 -3.61
H 3.25 -4.13 -2.60
H 2.05 -4.46 -0.44
H 0.83 -2.54 0.55
S 0.91 -2.40 3.21
C -0.54 -1.78 2.52
C -0.49 -0.52 2.03
C 0.81 0.16 2.18
C 1.81 -0.81 2.82
C 2.98 -1.12 1.94
C 3.97 -2.00 2.35
C 5.11 -2.14 1.57
C 5.22 -1.36 0.43
C 4.17 -0.53 0.09
N 3.05 -0.44 0.80
H -1.40 -2.43 2.55
H -1.38 0.02 1.74
H 3.85 -2.55 3.27
H 5.89 -2.83 1.86
H 6.11 -1.39 -0.18
H 4.24 0.10 -0.79
Br 2.50 -1.23 8.16
C 2.20 -0.28 6.54
C 2.48 -0.87 5.36
C 2.29 -0.09 4.10
C 1.32 1.04 4.25
C 1.17 1.67 5.50
C 1.62 1.03 6.62
N 0.69 1.27 3.10
C -0.03 2.37 2.78
C -0.36 2.82 1.50
C -0.90 4.14 1.45
C -1.09 4.78 0.26
C -0.82 4.08 -0.92
C -0.39 2.78 -0.82
N -0.13 2.13 0.33
H 2.91 -1.85 5.32
H 3.27 0.37 3.87
H 0.62 2.59 5.58
H 1.48 1.46 7.59
H -0.22 3.04 3.60
H -1.12 4.63 2.38
H -1.46 5.79 0.23
H -0.95 4.53 -1.88
H -0.24 2.21 -1.73
C -0.26 -1.88 -4.09
Si -1.15 -0.24 -3.62
C -2.84 -0.11 -4.51
C -0.22 1.31 -4.25
As -1.38 -0.28 -1.19
Si -3.46 1.06 -0.87
C -5.04 0.16 -1.46
C -3.66 1.48 0.99
C -3.48 2.67 -1.91
Si -2.46 -2.47 -0.81
C -3.60 -2.33 0.73
C -1.35 -3.99 -0.48
C -3.45 -2.94 -2.38
H -0.84 -2.44 -4.82
H -0.12 -2.52 -3.23
H 0.71 -1.69 -4.54
H -2.67 0.08 -5.57
H -3.43 0.72 -4.13
H -3.44 -1.01 -4.44
H 0.04 1.18 -5.30
H 0.71 1.54 -3.73
H -0.86 2.19 -4.19
H -5.10 -0.89 -1.20
H -5.15 0.24 -2.54
H -5.91 0.65 -1.02
H -4.00 0.62 1.56
H -4.41 2.25 1.11
H -2.75 1.86 1.45
H -2.79 2.64 -2.74
H -3.24 3.55 -1.31
H -4.48 2.83 -2.31
H -3.17 -1.75 1.53
H -3.81 -3.33 1.12
H -4.56 -1.89 0.50
H -0.93 -4.02 0.52
H -0.54 -4.08 -1.20
H -1.97 -4.88 -0.58
H -4.10 -2.15 -2.74
H -4.07 -3.80 -2.17
H -2.78 -3.22 -3.19
*
```

The highest electronic energy belongs to which entry? C37H48N2O7